(1)
{"formula": "C4H2N4", "method": "wB97M-V/def2-TZVPD", "species": ["C", "H", "C", "N", "C", "N", "C", "H", "N", "N"], "coordinates": [[-0.01795, -1.82996, 0.34976], [-0.98587, 2.97038, 0.01282], [-0.59728, -0.39882, 0.13148], [-1.41154, 0.55417, 0.02674], [0.78610, 0.28603, -0.13154], [1.79359, -0.46767, -0.28873], [-0.59624, 1.82513, -0.14193], [-0.77266, -2.65571, 0.40776], [0.59032, 1.66520, -0.31001], [1.21154, -1.94875, -0.05635]], "lowdin_charge": [-0.095, 0.175, -0.163, 0.126, -0.358, 0.157, -0.166, 0.118, 0.117, 0.090], "homo_lumo_gap_ev": 8.6, "lumo_ev": -1.9, "e_homo_ev": -10.5, "relative_energy_kcal_mol": 96.72, "smiles": "C1=NC2=CN=NC2=N1", "molar_mass_g_mol": 106.09}



(2)
{"formula": "C17H28Cl3GaN5O2P", "method": "wB97M-V/def2-TZVPD", "species": ["H", "H", "N", "C", "H", "C", "Cl", "H", "H", "H", "C", "H", "H", "H", "C", "H", "N", "C", "O", "H", "H", "C", "C", "H", "N", "C", "C", "C", "H", "H", "C", "H", "N", "H", "H", "H", "C", "Cl", "Cl", "H", "H", "C", "H", "P", "C", "C", "H", "C", "Ga", "H", "H", "C", "N", "H", "H", "H", "O"], "coordinates": [[-0.17057, -2.40271, 0.77275], [3.62691, -1.45722, 2.30318], [-0.73992, -1.56348, 0.84526], [-1.12034, -1.32305, 2.25187], [1.19853, 2.28405, 2.84892], [0.10106, -0.80882, 2.98499], [-4.50429, 0.02869, -1.79074], [5.51374, 2.77442, 0.58616], [-0.14902, -0.54241, 4.01309], [1.12027, 1.64220, -5.15308], [1.70558, 2.48232, -2.06370], [2.00982, -2.72757, 1.28291], [1.77414, -3.22177, -0.40445], [5.23467, -0.20104, 3.65002], [2.38579, -2.61652, 0.26769], [2.30021, -1.55785, -2.61184], [0.68150, 0.34163, 2.26308], [1.92220, 2.79681, -3.40396], [-0.81429, -0.65773, -1.76671], [0.85905, -1.59270, 3.04340], [0.07127, 0.21488, -3.34739], [5.07919, 1.86100, 0.96913], [4.00420, -0.51531, 1.92449], [-1.56614, -1.74341, 0.28380], [-0.10899, 2.20442, 0.48150], [1.24976, 1.81271, -4.09720], [-1.84354, 0.01541, -1.48644], [-2.93618, 0.27727, -2.53001], [3.11985, 0.00037, -2.42041], [-0.11344, 1.60205, 3.79205], [-0.69355, 2.31937, 1.83536], [6.17990, 1.92157, 2.80781], [0.70255, 0.99068, -3.19551], [3.95886, -1.49983, -1.97274], [2.48308, 3.61957, -3.80914], [3.40782, -2.99516, 0.23729], [3.61061, -0.03010, 0.67393], [-2.72111, -0.75645, -3.93282], [-2.69182, 1.97510, -2.98710], [-0.88148, 3.35875, 2.10175], [-1.50620, -2.22530, 2.72752], [4.15765, 1.16424, 0.20115], [-1.92463, -0.58600, 2.24933], [2.35755, -0.89540, -0.30232], [4.92221, 0.18956, 2.69119], [2.99417, -0.99129, -1.98991], [0.72238, 2.78733, 0.42857], [0.29508, 1.67312, 2.78381], [0.17547, 0.19721, -0.05834], [1.69364, 0.28109, 2.30396], [-0.75786, 2.54499, -0.22491], [5.45654, 1.37862, 2.21499], [0.95526, 1.38217, -1.92726], [-1.65144, 1.79998, 1.82244], [3.89038, 1.54291, -0.77807], [2.10115, 2.99086, -1.19871], [-1.91433, 0.57043, -0.36247]], "lowdin_charge": [0.097, 0.102, 0.033, -0.166, 0.137, -0.159, 0.700, 0.120, 0.135, 0.142, -0.147, 0.037, 0.070, 0.122, -0.215, 0.067, -0.079, -0.014, -0.076, 0.121, 0.125, -0.046, -0.103, 0.112, 0.031, -0.041, -0.786, -1.524, 0.040, 0.135, -0.163, 0.123, 0.019, 0.079, 0.117, 0.080, -0.376, 0.686, 0.677, 0.140, 0.139, -0.086, 0.128, 0.929, -0.045, -0.200, 0.108, -0.147, 0.440, 0.079, 0.114, -0.040, -0.045, 0.121, 0.087, 0.109, -0.040], "homo_lumo_gap_ev": 10.0, "charge": 2, "lumo_ev": -5.2, "e_homo_ev": -15.2, "relative_energy_kcal_mol": 0.00, "molar_mass_g_mol": 541.50}



(3)
{"formula": "C6H8Cl12", "method": "wB97M-V/def2-TZVPD", "species": ["H", "H", "Cl", "Cl", "H", "Cl", "Cl", "H", "Cl", "C", "H", "Cl", "H", "H", "C", "Cl", "Cl", "Cl", "Cl", "Cl", "C", "H", "C", "Cl", "C", "C"], "coordinates": [[2.37164, -1.79046, -4.94624], [0.13842, -1.48324, -3.74014], [-1.63347, 0.51147, -2.51593], [1.48922, -2.85462, -2.41434], [-0.05728, -0.78378, 2.49123], [-1.54039, -3.26096, 2.63442], [0.66939, 4.07945, 1.77152], [-1.70330, -0.47994, 2.06330], [1.09985, 1.39511, -2.42723], [0.70722, 4.83016, 3.36487], [1.84922, -3.44025, -5.34475], [-0.82047, 2.49386, -0.56549], [-0.19196, -3.18977, -4.04810], [-2.51142, -1.66902, 4.09075], [-1.51469, -1.83366, 3.68700], [1.02548, 6.56315, 3.20032], [-1.04853, 0.79539, 3.96751], [-0.82922, 4.59105, 4.17971], [0.57946, -1.83047, -6.49715], [2.01140, 4.09739, 4.32080], [-0.34402, 1.04385, -1.43788], [-0.86568, -2.04102, 4.53625], [-1.04401, -0.62262, 2.91968], [0.05427, -0.22943, -0.28682], [1.51243, -2.43634, -5.10101], [0.59642, -2.45530, -3.90229]], "lowdin_charge": [0.068, 0.014, 0.547, 0.540, 0.040, 0.560, 0.491, 0.049, 0.517, -2.059, 0.070, 0.518, 0.074, 0.069, -0.686, 0.520, 0.577, 0.523, 0.550, 0.514, -2.032, 0.069, -0.734, 0.550, -0.659, -0.688], "homo_lumo_gap_ev": 11.1, "lumo_ev": 0.1, "e_homo_ev": -10.9, "relative_energy_kcal_mol": 0.00, "smiles": "ClC(Cl)(Cl)Cl.ClC(Cl)(Cl)Cl.ClCCCl.ClCCCl", "molar_mass_g_mol": 505.57}



(4)
{"formula": "C3H9N3", "method": "wB97M-V/def2-TZVPD", "species": ["H", "C", "N", "H", "H", "C", "C", "H", "N", "N", "H", "H", "H", "H", "H"], "coordinates": [[1.75361, 0.98762, 1.34342], [1.95489, -0.53604, -0.53459], [-0.09943, -0.22592, 0.87581], [2.26190, -1.44857, 0.09544], [0.63431, 1.42101, -0.14295], [1.09454, 0.50074, 0.42238], [-1.29251, -0.23236, 0.16550], [2.82405, 0.05343, -0.90589], [-1.92831, -1.33454, 0.00634], [-1.66695, 1.02749, -0.33040], [1.33248, -0.79390, -1.45430], [-2.60449, 1.13581, -0.73990], [0.11975, -1.14760, 1.24891], [-1.45344, 1.80307, 0.28101], [-2.93042, -1.21024, -0.33079]], "lowdin_charge": [0.141, -0.093, -0.037, 0.082, 0.107, -0.248, -0.601, 0.051, 0.077, 0.093, 0.078, 0.099, 0.116, 0.081, 0.055], "homo_lumo_gap_ev": 9.7, "lumo_ev": 1.0, "e_homo_ev": -8.7, "relative_energy_kcal_mol": 22.11, "smiles": "[H]/N=C(\\N)NCC", "molar_mass_g_mol": 87.13}